Here is a structure of composition C48H57BGeN11ORe from the OMol25 dataset. Energies are from the ωB97M-V functional and the def2-TZVPD basis.

Results
- ⟨S²⟩ = 2.06
- multiplicity = 3
- orbital gap (spin up / spin down) (eV) = 7.78 / 7.46
- ΔE to the lowest compared entry with this formula, charge and spin (kJ/mol) = 105.6

Atoms and positions in Å:
Re1 1.030005 -0.242376 0.477571
C1 3.906037 -3.187874 -0.778334
C2 2.615804 -2.679618 -0.680479
N1 2.646811 -1.424216 -0.233625
N2 3.944749 -1.110740 -0.009411
C3 4.715165 -2.159143 -0.343415
B1 4.428555 0.190492 0.703052
N3 3.844235 1.425788 0.002965
C4 4.406795 2.619545 -0.232544
C5 3.481800 3.416704 -0.872722
C6 2.352586 2.608239 -0.984084
N4 2.568405 1.408692 -0.456750
N5 3.884761 0.157263 2.147918
C7 4.423801 0.541076 3.316846
C8 3.482414 0.361034 4.306852
C9 2.360267 -0.123098 3.634162
N6 2.607821 -0.244542 2.333669
N7 5.946927 0.184959 0.702586
C10 6.775222 -0.478450 1.550126
C11 8.053700 -0.363773 1.068571
C12 7.908372 0.396333 -0.107860
N8 6.647060 0.714012 -0.327332
H1 4.203604 -4.161924 -1.120793
H2 1.675457 -3.139008 -0.927740
H3 5.786561 -2.103342 -0.262665
H4 5.426076 2.814035 0.046497
H5 3.610967 4.426997 -1.216132
H6 1.402754 2.846325 -1.428660
H7 5.423515 0.936424 3.365036
H8 3.587322 0.556684 5.358650
H9 1.386552 -0.349080 4.029398
H10 6.395700 -1.002802 2.409964
H11 8.953345 -0.766112 1.498305
H12 8.667703 0.719262 -0.801576
C13 -4.374049 1.447601 -1.385265
N9 -3.514541 2.363380 -0.640103
C14 -3.211653 1.839387 0.689490
C15 -2.347158 2.684058 -1.377718
N10 -1.265837 2.046552 -1.143316
N11 -2.534198 3.660646 -2.329132
C16 -3.653005 4.582847 -2.296234
C17 -1.421311 4.084564 -3.143899
H13 -3.912768 0.455937 -1.487046
H14 -4.568164 1.838612 -2.384382
H15 -5.323266 1.339854 -0.859438
H16 -4.153831 1.582649 1.174435
H17 -2.709105 2.598522 1.285708
H18 -2.566216 0.957152 0.650174
H19 -0.483146 2.390233 -1.687135
H20 -4.350381 4.279189 -1.523458
H21 -4.163825 4.595858 -3.262853
H22 -3.305795 5.598685 -2.078643
H23 -0.819951 3.234542 -3.464379
H24 -0.771265 4.796632 -2.618645
H25 -1.803405 4.570164 -4.042351
C18 -3.204365 -0.936762 2.625409
C19 -1.936317 -0.938328 3.486843
C20 -0.982307 -2.016341 2.990828
C21 -1.432501 0.492267 3.699586
C22 -2.013249 1.097828 4.818669
C23 -1.738463 2.391979 5.203036
C24 -0.836756 3.118104 4.445909
C25 -0.229206 2.586760 3.318563
C26 0.741889 3.490916 2.578451
C27 2.180835 2.974662 2.613331
C28 0.301960 3.805010 1.151535
C29 -0.536931 1.264129 2.917185
O1 0.048760 0.828492 1.796720
H26 -3.725045 -1.891916 2.706921
H27 -2.953902 -0.786738 1.573573
H28 -3.886388 -0.142730 2.932515
H29 -2.229131 -1.260680 4.491444
H30 -0.716915 -1.876079 1.944611
H31 -1.483185 -2.984306 3.065227
H32 -0.069643 -2.079076 3.581639
H33 -2.703035 0.506353 5.411028
H34 -2.211809 2.825236 6.073786
H35 -0.592841 4.134931 4.731299
H36 0.732447 4.435663 3.130117
H37 2.286631 2.073681 2.008761
H38 2.489891 2.740270 3.632537
H39 2.860415 3.729117 2.210669
H40 0.193624 2.893595 0.567176
H41 1.036285 4.454688 0.667091
H42 -0.661085 4.319920 1.142928
C30 -0.070455 -0.995541 -0.654902
Ge1 -1.250918 -2.109957 -1.724686
C31 -0.229321 -3.546151 -2.587527
C32 -0.685162 -4.862018 -2.585199
C33 -0.037102 -5.840421 -3.329996
C34 1.080895 -5.513971 -4.081520
C35 1.548854 -4.206030 -4.091607
C36 0.890841 -3.231443 -3.358099
C37 -2.126218 -1.250870 -3.241092
C38 -3.113174 -1.971680 -3.914593
C39 -3.738763 -1.447679 -5.036256
C40 -3.372666 -0.196829 -5.511049
C41 -2.370000 0.515428 -4.870509
C42 -1.750010 -0.011465 -3.744863
C43 -2.545763 -2.962302 -0.542681
C44 -3.921973 -2.794833 -0.670562
C45 -4.799441 -3.453998 0.181011
C46 -4.309135 -4.296600 1.166915
C47 -2.939715 -4.477022 1.302770
C48 -2.067783 -3.810228 0.456278
H43 -1.550360 -5.132581 -1.990360
H44 -0.408785 -6.857285 -3.324819
H45 1.586597 -6.275779 -4.660908
H46 2.425376 -3.946545 -4.671883
H47 1.259143 -2.210518 -3.382483
H48 -3.397218 -2.959028 -3.566041
H49 -4.505157 -2.019197 -5.544190
H50 -3.859994 0.215454 -6.385523
H51 -2.070033 1.483565 -5.250446
H52 -0.969185 0.541671 -3.247728
H53 -4.319440 -2.142952 -1.439522
H54 -5.866927 -3.312828 0.070277
H55 -4.992591 -4.809684 1.831007
H56 -2.552699 -5.133768 2.071835
H57 -0.999363 -3.962389 0.567705

Forces on atoms 1 to 6 (eV/Å):
0.026 -0.572 -0.598
-0.012 0.025 0.025
0.005 0.039 -0.075
0.023 -0.152 0.205
0.033 0.069 -0.064
-0.012 -0.002 -0.043

Atom charges from the Löwdin analysis, given in e for atoms 1 to 2:
1. Re 1.4448
2. C -0.0247